Record 1
This record from OMol25 describes C2H3ClNOP in the gas phase in a non-equilibrium geometry. The level of theory is ωB97M-V/def2-TZVPD.

```
9
Properties=species:S:1:pos:R:3:forces:R:3:mulliken_charge:R:1
C -0.87803 1.48900 -0.65409 1.59 -1.43 0.32 0.18
O 1.60974 0.34531 -1.30736 -1.26 -0.05 0.46 -0.58
H -0.80262 -1.04044 1.24998 1.53 -0.38 -1.96 0.30
Cl 1.21290 1.31874 1.41688 -0.41 -0.35 -0.47 -0.23
N -1.81334 2.11807 -0.80898 -1.13 0.81 -0.27 -0.27
H -0.62802 -1.67105 -0.45452 -1.28 -1.34 -1.94 0.34
C -0.12129 -1.19956 0.29806 2.11 1.54 3.86 -0.83
H 0.88701 -1.75343 0.55588 -2.16 0.87 -0.34 0.28
P 0.53366 0.39336 -0.29585 1.02 0.31 0.33 0.80
```
Forces are in eV/Å.

Values from the calculation:
Largest force on an atom: 4.67 eV/A
Net charge: 0
E_tot: -27472.104 eV
HOMO: -11.6 eV
Kohn-Sham gap: 11.9 eV

Record 2
This record from OMol25 describes a molecular structure, C22H30BrN5O2Pt in a non-equilibrium geometry. The level of theory is ωB97M-V/def2-TZVPD.

```
61
Properties=species:S:1:pos:R:3:forces:R:3:mulliken_charge:R:1
H -0.43424 -1.76333 -3.09006 -0.11 0.00 -0.21 0.31
N 2.62312 -1.21946 -0.87632 0.57 0.26 -0.19 -0.51
H -1.69467 -1.93803 3.96873 -0.03 0.05 0.03 0.60
C 3.18580 0.40010 -3.56129 0.12 -0.39 -0.18 0.51
C -4.44593 -3.05431 5.58239 0.01 -0.06 0.00 -0.46
H 2.46071 -2.00224 -0.25236 -0.07 0.00 0.03 0.31
H -0.90541 1.46599 2.19084 -0.05 -0.20 0.09 0.32
N -0.77546 -0.10405 0.88794 0.75 -0.36 -0.90 -0.29
H -5.99793 -4.25067 4.70196 0.03 0.00 0.02 0.40
H -0.75057 5.83416 2.89578 0.02 0.01 -0.04 0.31
H 4.70290 -1.08816 -3.56989 0.04 0.13 -0.04 0.48
H 2.88518 -0.80316 -5.27949 0.03 0.08 -0.04 0.49
C -1.59527 -0.87665 1.50977 0.04 0.09 0.18 -0.01
H 1.06212 -2.08498 -4.71834 -0.12 0.04 -0.02 0.44
H -4.87372 -3.08596 6.57594 -0.02 0.05 -0.03 0.40
C -2.75739 -3.07681 1.68380 -0.08 -0.18 0.06 -0.91
H -0.00076 3.64214 -1.46012 -0.03 0.04 0.00 0.25
N -0.53913 1.13022 1.30997 -0.39 0.35 -0.34 -0.10
H -0.64532 6.04153 -1.38385 0.05 0.01 0.04 0.41
C -4.49829 -3.71572 3.27654 -0.04 0.09 -0.10 -0.53
C 3.30363 -1.70996 -2.09312 0.01 -0.09 0.02 0.07
H 1.88033 0.66147 -1.91905 -0.06 -0.02 0.32 -0.36
H -0.25644 -0.27821 -3.69917 -0.07 0.04 0.04 0.25
H 3.80165 1.09379 -4.13084 0.01 0.03 -0.02 0.26
H -2.11100 -0.49532 2.38450 0.03 0.04 0.02 0.75
C 2.25549 -0.34582 -4.51632 -0.53 0.22 0.37 -1.43
C -1.94657 -2.19600 1.09061 -0.14 0.00 0.13 0.19
H 1.60557 -3.00078 -2.38086 0.11 -0.15 -0.05 0.32
C 1.42750 -1.48057 -3.88750 0.36 0.02 0.14 0.49
H 4.05077 -2.45809 -1.81970 0.03 -0.04 -0.02 0.42
H 3.01772 1.82042 -1.99331 0.05 0.00 -0.04 0.45
H 1.59592 0.36005 -5.03314 0.03 -0.07 -0.09 0.44
O -0.12264 3.24906 3.00861 0.03 -0.08 -0.12 -0.59
H 4.74276 -0.07448 -2.14320 0.02 -0.11 0.02 0.41
C -0.02036 3.40330 0.65239 0.02 -0.28 -0.50 -0.22
C -3.30988 -3.01867 3.03449 -0.09 -0.04 0.07 0.68
C -0.51797 5.48155 -0.46675 0.07 -0.02 -0.12 -0.85
H -0.93547 7.15209 0.81624 -0.08 -0.05 -0.01 0.41
C 4.06908 -0.59944 -2.82839 -0.10 0.01 0.35 -1.31
C -0.16199 4.14137 -0.51323 -0.13 0.01 0.08 -0.18
H -3.05408 -3.94507 1.10211 0.09 -0.04 0.06 0.35
H -2.73737 -1.91308 6.19220 0.01 -0.02 -0.03 0.40
H 3.23142 -0.58494 -0.36430 0.03 -0.11 0.09 0.20
Pt 0.08111 -0.49524 -0.96122 -2.30 0.21 1.76 1.18
H 1.34156 1.93224 1.25255 0.18 -0.16 -0.20 0.18
N 2.41645 1.23504 -2.57522 0.30 0.12 -0.55 0.22
O 0.72123 1.46815 -0.64185 -0.40 -0.99 -1.19 -1.13
C -3.24362 -2.39470 5.36558 0.05 0.06 0.03 -0.60
C 2.27858 -2.40145 -3.00115 0.04 0.14 -0.07 -1.29
N 0.21579 -0.98585 -3.14203 0.63 0.36 0.56 -0.80
C -0.58379 5.36327 1.93248 0.03 0.04 0.08 -0.72
C -0.24415 4.02142 1.87621 -0.03 0.21 0.05 0.86
H -0.18298 3.80372 3.79398 -0.02 0.01 0.02 0.34
Br -1.19425 -2.74054 -0.58354 0.62 0.51 -0.64 -0.19
C -5.07036 -3.71874 4.53620 -0.05 -0.03 -0.05 -0.58
C -0.70457 6.09639 0.76137 0.01 -0.02 0.05 -0.55
C -2.67579 -2.37639 4.10384 0.09 -0.06 -0.05 -0.41
H -4.97639 -4.24459 2.46001 -0.02 0.00 0.05 0.36
H 1.75066 1.86230 -3.02868 0.00 0.04 0.04 0.43
H 2.82014 -3.09047 -3.65264 -0.09 -0.01 -0.02 0.49
C 0.43663 1.95217 0.61986 0.59 0.32 1.09 0.64
```
Forces are in eV/Å.

Values from the calculation:
Largest force on an atom: 2.90 eV/A
Net charge: +2
E_tot: -108120.085 eV
HOMO: -13.1 eV
Kohn-Sham gap: 6.6 eV

Record 3
This record from OMol25 describes a molecular structure, C28H52CeN4SSbSi3. The level of theory is ωB97M-V/def2-TZVPD.

```
90
Properties=species:S:1:pos:R:3:forces:R:3:mulliken_charge:R:1
C -1.58608 -2.32932 -4.20925 -0.02 0.04 0.01 -1.29
C -1.17381 0.22852 2.44770 0.15 0.05 0.01 -0.58
H -2.55726 -2.70859 -3.89997 -0.07 -0.01 0.01 0.42
C -3.27963 -3.87387 -1.52033 0.01 -0.02 0.00 -1.05
H -1.36729 -2.77140 -5.18364 0.02 -0.01 -0.04 0.48
Sb -1.21507 -0.18181 -1.62594 0.30 -0.01 0.20 -0.16
C 3.53315 1.39658 3.04758 -0.01 0.01 0.06 -0.94
C 2.60564 -3.78878 0.19440 0.07 0.05 0.04 -1.48
Ce 1.29183 1.15479 0.20325 -0.50 0.32 0.10 0.14
H 4.12624 -2.76460 1.36795 0.03 -0.01 0.02 0.55
C -1.08983 1.20176 0.11298 -0.21 -0.36 0.06 1.21
Si -1.69876 2.85239 -0.58794 0.19 -0.10 0.30 1.01
H 3.55480 0.30779 3.12262 0.00 0.02 -0.03 0.47
C 0.03259 -4.69053 -3.25804 0.00 0.00 -0.05 -1.16
N 2.14552 1.77244 2.69417 -0.11 -0.16 -0.17 0.18
H 2.95150 -0.62822 1.22075 -0.02 0.02 -0.07 -0.11
H 3.41072 4.23000 2.04776 -0.04 0.00 0.02 0.38
H 1.94573 5.16174 2.19720 0.01 -0.04 0.01 0.41
H 3.16943 5.28115 -0.36625 0.00 -0.03 -0.02 0.44
H -0.67307 -5.29355 -2.69272 -0.07 -0.04 -0.01 0.34
H -2.92940 -4.42969 -2.38855 0.00 -0.05 -0.09 0.32
H 0.95109 -4.47764 -0.93431 0.06 0.04 0.00 0.87
H -3.47232 2.63523 -2.33143 -0.01 -0.01 -0.03 0.40
H -3.77809 0.14726 4.58815 -0.02 0.00 0.02 0.50
H -0.78465 3.01120 -2.92237 -0.05 0.02 -0.02 0.49
S 4.28434 1.76126 0.30236 0.34 0.04 -0.09 0.00
C 2.99809 4.19962 -0.40896 0.03 0.02 -0.01 -0.78
H 0.68500 3.22692 2.99549 0.04 -0.01 -0.01 0.27
H 1.57330 -2.21109 -4.64376 0.00 -0.03 -0.04 0.45
H 3.78281 1.77573 4.04542 0.01 -0.02 -0.02 0.47
H -1.66209 -1.25306 -4.36756 0.00 0.03 0.01 0.35
C 4.63469 1.86172 2.09262 0.00 0.02 0.04 -0.80
C 4.35103 3.50027 -0.23470 -0.01 0.05 0.00 -0.74
H -0.68894 3.87222 1.47784 -0.01 0.05 0.00 -0.02
H -3.17663 -3.39927 1.69307 -0.03 -0.04 -0.01 0.54
H 1.31851 -0.91498 -3.48522 0.02 -0.04 -0.01 0.18
H -3.94315 -4.54352 -0.96830 -0.02 -0.02 0.03 0.47
H -2.94667 -1.74009 1.15388 -0.07 0.15 -0.03 0.09
H -2.42416 4.04795 1.45297 -0.05 -0.01 0.02 0.35
H -0.12405 -4.92857 -4.31223 0.01 0.00 -0.04 0.50
C 0.74076 -2.38693 -0.50757 0.00 0.01 0.00 -1.88
H -3.70582 -0.92080 -0.82273 0.00 -0.06 0.07 0.28
H 4.87970 3.49812 -1.18723 0.00 0.02 0.01 0.52
H -3.59484 -0.91113 -2.60976 -0.04 -0.05 -0.01 0.51
H 5.51496 1.24343 2.26814 -0.02 0.02 0.01 0.54
C -0.43006 3.29635 -1.93144 0.12 -0.03 0.01 -0.87
C -1.14901 -5.09393 0.15322 -0.03 -0.07 0.05 -1.25
H 1.11299 4.23567 0.32582 0.09 -0.02 0.05 0.07
C -2.46868 -2.71279 1.22555 0.04 0.10 0.06 -0.84
C -1.81737 0.84132 1.36713 0.10 0.01 -0.24 -0.64
H 3.08752 -4.75657 0.21287 0.01 -0.03 0.00 0.51
N 1.98955 3.77695 0.57925 -0.26 -0.11 -0.14 0.08
H 0.53491 2.77313 -1.84794 0.19 0.05 -0.02 -0.04
H -0.21484 4.36644 -1.95513 0.02 0.04 -0.03 0.44
C 2.52187 -1.50792 0.72953 -0.03 0.01 0.07 0.26
C 1.37813 -2.00204 -3.59089 0.07 0.14 0.01 -1.07
H -1.61938 -2.61891 1.90363 0.04 0.04 0.10 0.26
C -3.32846 -0.39494 -1.69238 0.01 -0.01 -0.06 -1.28
N -3.11043 1.18053 1.45569 -0.05 0.04 0.05 -0.14
C -1.53714 4.08779 0.82091 0.03 -0.01 0.06 -1.03
H -0.36827 -5.01267 0.90939 -0.02 0.00 0.03 0.39
C 2.32773 4.16340 1.96556 0.03 0.09 -0.03 -0.86
H 5.00049 4.02008 0.46844 -0.02 -0.01 0.01 0.47
H -4.81477 1.20741 2.59656 -0.04 0.01 0.00 0.51
C -0.56207 -2.28090 -1.21891 0.02 0.02 0.06 2.90
C 1.40863 -3.62975 -0.45369 -0.02 -0.03 -0.03 -1.16
H 1.54680 1.20817 3.29774 0.06 0.06 -0.04 0.25
H 1.04219 -5.01712 -3.00978 0.03 -0.01 0.00 0.35
C -1.85667 -0.01676 3.62539 -0.01 -0.08 0.03 -1.07
H -1.44529 5.11342 0.45786 0.00 0.04 -0.02 0.49
C -3.19446 0.33075 3.69875 0.00 0.01 -0.03 -0.66
H 2.23755 -2.36542 -3.02560 0.06 0.00 0.02 0.34
H 2.11824 3.46676 3.98372 -0.01 0.02 -0.03 0.52
H -4.14821 2.63372 -0.68693 -0.03 0.02 0.02 0.35
H -3.57962 4.13469 -1.42920 -0.03 0.04 -0.01 0.47
C 3.19305 -2.69230 0.83145 -0.10 -0.01 -0.06 -1.24
H -0.13486 -0.09442 2.36466 0.02 -0.09 -0.05 1.04
H 4.94008 2.88646 2.29019 -0.01 -0.01 0.01 0.56
N 1.34748 -1.32965 0.08167 -0.09 -0.04 -0.07 0.81
H -3.74404 0.60527 -1.70790 -0.03 0.03 0.01 0.31
H -0.78533 -5.72195 -0.65764 0.01 -0.05 0.01 0.33
H -1.98184 -5.62959 0.61633 -0.02 -0.04 0.02 0.49
H -1.36447 -0.49353 4.46377 0.00 0.00 0.01 0.50
C 1.77761 3.18037 2.98289 -0.03 -0.03 0.06 -0.81
Si -0.20178 -2.84441 -3.06561 -0.11 -0.05 0.06 0.65
C -3.77004 0.92155 2.58347 0.00 0.01 0.02 -0.75
Si -1.87320 -3.44984 -0.37366 0.08 0.04 -0.10 -0.10
C -3.38509 3.06401 -1.33285 -0.03 0.00 -0.11 -1.42
H 2.59290 3.99157 -1.40262 0.01 -0.04 0.03 0.37
H -3.88219 -3.04104 -1.86678 -0.03 0.10 -0.03 0.38
```
Forces are in eV/Å.

Values from the calculation:
Largest force on an atom: 0.61 eV/A
Net charge: +2
Multiplicity: 2
E_tot: -89764.884 eV
HOMO (alpha / beta): -12.7 / -12.7 eV
Kohn-Sham gap (alpha / beta): 7.1 / 7.1 eV
⟨S²⟩: 0.751

Record 4
This record from OMol25 describes a molecular structure, C29H38N4OP2W in a non-equilibrium geometry. The level of theory is ωB97M-V/def2-TZVPD.

```
75
Properties=species:S:1:pos:R:3:forces:R:3:mulliken_charge:R:1
C 3.61439 -2.21766 -2.42807 0.60 -0.50 -0.26 -0.32
H 3.82908 0.02807 -6.13516 -0.26 0.09 0.33 0.31
H -3.98320 1.68051 2.76486 0.11 -0.10 -0.25 0.49
H 3.22410 -2.93464 -1.69380 -0.05 0.22 -0.34 0.78
H -0.99697 4.44569 -3.44697 0.00 0.05 0.05 0.49
C -2.27877 4.08424 2.17881 -0.04 0.80 0.77 -0.57
H 4.11918 -0.89232 -0.86646 0.15 0.01 -0.03 0.16
C 3.50973 0.74809 -3.13038 0.50 0.53 0.33 -0.28
H -3.07442 2.71756 -3.78036 0.03 0.04 -0.03 0.48
P -0.97264 -1.01183 1.67462 4.98 -5.12 1.06 -0.36
C -1.68051 -2.70870 -0.49236 0.06 0.14 -1.21 -0.06
H 1.01544 -4.48861 4.55120 -0.06 -0.01 -0.01 0.48
H -1.56074 -3.72880 -2.44183 -0.03 -0.04 0.03 0.48
H 5.47916 -0.14493 -3.49447 -0.34 0.24 0.27 0.32
N -0.67763 -2.23929 0.35730 0.04 1.71 1.38 0.44
H 1.01146 2.03872 0.96851 -0.18 -0.28 -0.30 0.73
C 0.34832 -3.69277 4.26392 -0.49 1.13 -1.11 -0.64
H 1.13096 -3.43241 -2.12325 -0.14 -0.13 0.11 0.35
H -4.20882 -1.75001 4.41414 -0.21 0.12 -0.74 0.50
N -1.24060 3.20854 1.87037 -0.82 -2.01 -1.26 0.56
H 1.47094 -2.25679 0.29627 -0.08 -0.08 -0.31 0.54
C -4.11675 1.39063 1.71623 -0.13 0.01 0.04 -1.82
C 3.24724 -0.46968 -5.33993 -0.24 -0.32 0.08 -0.57
C -0.62784 -3.03041 5.07907 -0.24 0.91 -1.13 -0.91
C -1.79963 5.08062 3.02689 -0.23 -1.18 -0.93 -0.63
H 0.27450 5.38740 3.85885 -0.09 -0.14 -0.12 0.45
H 1.40009 -0.61535 1.34605 -0.31 0.25 0.22 0.73
C 0.35226 1.20597 0.69091 0.26 -0.26 0.07 -1.26
C -3.57240 -1.45655 2.36406 -0.20 -4.15 0.74 0.79
H -0.06080 3.99432 -0.89804 -0.13 0.08 -0.12 0.50
C -1.37014 3.73792 -2.72643 0.07 -0.70 1.45 -0.76
H 5.32134 0.78655 -2.01878 -0.10 -0.20 -0.25 0.44
H 0.82119 3.10576 2.49968 -0.08 0.23 0.10 0.39
C -4.38644 -1.04689 3.57465 -0.01 0.37 0.50 -1.55
C 3.42497 -2.44285 -3.72950 0.20 -0.59 0.03 -0.39
C 0.29678 -3.10772 3.00452 0.20 -0.63 0.82 -0.40
C -2.59310 2.08904 -1.73681 0.12 0.68 -0.98 -0.29
H -3.27435 3.90829 1.79828 0.23 0.29 0.01 0.41
C -1.05626 -3.26904 -1.60843 -0.49 0.66 0.75 -1.21
H 0.56028 0.94199 -0.36143 -0.08 -0.01 0.34 0.39
H -2.72807 -2.68323 -0.19728 0.28 -0.35 0.01 0.49
O -3.46241 -2.67475 2.09515 -0.21 4.63 -0.23 -0.35
C -0.87405 3.53412 -1.44153 -0.20 0.13 -0.71 -0.35
C -0.10879 3.65199 2.55082 0.43 0.74 0.69 -0.25
N -0.69807 -2.13039 3.00705 -0.55 1.47 -0.72 0.64
C -0.41486 4.81355 3.25344 -0.11 -1.37 -0.85 -0.71
N -1.63271 2.54301 -0.83915 -0.04 -1.32 2.14 0.53
C -2.45746 2.83250 -2.90494 -0.11 -0.82 0.89 -0.62
H 2.86408 -3.33125 -4.05062 -0.10 0.38 0.38 0.37
C 2.84353 0.50166 -4.25020 0.19 0.47 -0.88 -0.52
H -4.14836 -0.04114 3.93602 -0.03 -0.23 -0.20 0.39
C 4.54563 -1.19624 -1.83448 -0.04 0.36 0.13 -0.67
C -1.23153 -2.05619 4.28838 0.31 -0.78 0.92 -0.43
C 4.78800 0.07740 -2.67250 0.17 0.07 0.35 -0.92
H -5.45804 -1.05703 3.29705 0.44 -0.12 0.10 0.36
H -3.28152 1.28088 -1.47701 -0.05 0.25 -0.14 0.28
H -0.85177 -3.24189 6.11201 -0.03 0.07 -0.04 0.47
H -2.37849 5.89723 3.43451 0.04 -0.10 -0.12 0.46
H 3.23221 1.60673 -2.49768 -0.28 -0.46 -0.30 0.45
H 5.09398 -1.43619 -4.71852 -0.34 -0.24 0.06 0.32
H -1.99939 -1.33016 4.51563 0.18 -0.14 0.12 0.58
C 4.04759 -1.70925 -4.88969 0.01 -0.03 -0.49 -0.92
C 0.34824 -3.13319 -1.44192 -0.29 0.43 0.99 -0.35
W -2.80989 -0.02716 0.83523 -4.81 -1.51 -1.59 1.21
P -1.38230 1.74999 0.74476 2.99 6.39 -0.42 0.46
H 0.85338 -3.31506 2.10541 -0.07 -0.17 0.21 0.48
H 2.32590 -0.81866 -5.82635 0.14 0.06 0.03 0.35
H 0.69877 0.31323 2.69289 -0.01 0.02 -0.40 0.42
C 0.54503 0.00994 1.63997 -0.11 0.18 0.25 -1.12
H 2.01119 1.15581 -4.54918 0.22 -0.28 0.41 0.42
H -4.29334 2.31470 1.15351 0.15 -0.20 -0.17 0.55
C 0.55540 -2.51249 -0.21888 -0.31 0.18 -0.74 -0.50
H 4.06410 -2.40027 -5.74806 0.04 0.21 0.28 0.40
H 5.53236 -1.64012 -1.60689 -0.42 -0.03 -0.03 0.32
H -5.05773 0.80926 1.65634 0.03 -0.02 -0.02 0.54
```
Forces are in eV/Å.

Values from the calculation:
Largest force on an atom: 7.22 eV/A
Net charge: +2
Multiplicity: 3
E_tot: -59077.353 eV
HOMO (alpha / beta): -13.0 / -13.0 eV
Kohn-Sham gap (alpha / beta): 4.0 / 3.5 eV
⟨S²⟩: 2.104